Below is a cluster of 3 separate species, C3H11NO2 in total in a non-equilibrium geometry, with properties calculated with ωB97M-V with the def2-TZVPD basis set.

Geometry (Å):
C (0.151, 1.613, -1.042)
C (0.486, 1.080, 0.306)
C (1.478, 0.235, 0.548)
N (1.719, -0.437, 1.728)
H (-0.416, 2.536, -1.105)
H (0.961, 1.636, -1.754)
H (-0.643, 0.989, -1.470)
H (-0.264, 1.354, 1.041)
H (2.249, 0.233, -0.207)
H (0.942, -0.547, 2.353)
H (2.397, -1.168, 1.672)
O (-3.612, -0.462, 0.985)
H (-3.199, -0.596, 0.131)
H (-2.991, -0.527, 1.713)
O (0.373, -1.463, -2.296)
H (0.159, -0.718, -1.719)
H (1.103, -1.884, -1.828)

Results
Frontier orbital gap (eV): 8.84
HOMO energy (eV): -8.256
Energy relative to the best compared isomer or geometry (same formula, charge and spin) (kcal/mol): 22.09
SMILES string: C/C=C/N.O.O
Maximum force (eV/Å): 1.2

Here are the Löwdin charges for atoms 1 to 2, given in e: number 1, C, carries -0.133; number 2, C, carries -0.193